The following is a quantum chemistry calculation of a molecular structure, C8H16CaF9O14S3, from the OMol25 dataset.

The geometry in XYZ format:
```
51
Properties=species:S:1:pos:R:3:forces:R:3:nbo_charge:R:1
Ca -11.099 16.064 20.683 0.71 -0.39 -0.24 1.936
C -10.271 15.594 13.118 -0.79 -1.19 2.36 0.722
F -11.020 14.778 12.311 0.87 1.45 0.26 -0.332
F -9.149 15.988 12.530 -0.85 0.08 -0.42 -0.307
F -11.025 16.686 13.494 0.63 -0.76 -1.23 -0.349
S -9.848 14.633 14.763 0.45 -2.52 1.75 2.282
O -10.394 15.404 15.877 -1.06 0.72 -0.49 -1.047
O -10.385 13.262 14.687 -0.45 1.86 -0.88 -0.979
O -8.416 14.622 14.827 0.88 0.64 -1.02 -0.983
C -4.132 15.085 22.566 -0.97 0.82 -1.48 0.750
F -5.079 15.072 23.547 1.26 -0.40 -0.15 -0.336
F -3.067 15.805 22.939 -0.57 0.04 0.30 -0.323
F -3.674 13.871 22.272 -0.64 0.10 0.54 -0.305
S -5.033 15.859 21.024 0.04 3.28 -4.68 2.221
O -4.441 15.297 19.795 0.49 -0.12 2.30 -0.959
O -6.451 15.524 21.049 -0.35 -0.49 1.72 -1.018
O -4.857 17.368 21.018 0.21 -2.89 1.59 -1.006
C -9.551 8.898 20.302 1.83 2.20 -1.01 0.715
F -10.399 8.710 21.276 0.11 -0.87 2.01 -0.321
F -8.508 8.020 20.253 -1.42 -0.14 0.33 -0.332
F -10.317 8.797 19.240 0.00 -0.63 -1.84 -0.327
S -8.784 10.626 20.389 1.20 2.11 0.58 2.305
O -7.876 10.922 19.296 -1.03 -1.32 -0.05 -0.948
O -9.963 11.488 20.416 -0.98 -0.05 -0.30 -1.067
O -8.107 10.633 21.668 -0.11 -0.90 0.53 -1.014
C -14.857 12.567 20.909 -0.17 -0.73 -0.76 -0.253
O -14.484 13.779 20.282 1.21 1.20 0.25 -0.768
H -15.907 12.470 20.632 -0.19 -0.64 0.97 0.170
H -14.309 11.700 20.541 0.07 0.04 -0.52 0.191
H -14.587 12.551 21.965 -0.61 0.65 0.05 0.185
H -14.854 13.829 19.398 0.03 -0.29 0.01 0.481
C -11.505 20.712 19.030 0.23 0.97 0.35 -0.092
C -10.776 20.938 20.424 -1.49 0.50 -1.93 -0.080
O -10.054 19.787 20.680 0.82 -1.42 0.59 -0.750
O -12.336 19.590 19.145 -0.65 -1.78 0.54 -0.754
H -10.845 20.528 18.181 0.69 0.27 0.29 0.180
H -12.251 21.431 18.693 0.83 1.35 0.48 0.167
H -11.551 21.054 21.182 -0.03 0.05 0.04 0.173
H -10.099 21.791 20.464 -0.35 0.27 -0.33 0.187
H -9.128 19.998 20.545 0.22 -0.38 0.02 0.498
H -12.971 19.725 18.439 -0.22 -0.62 0.08 0.480
C -12.752 17.356 25.480 0.58 -0.11 -2.89 -0.101
C -12.323 15.922 25.505 -0.17 -1.01 1.63 -0.090
O -11.245 15.561 24.640 -0.32 0.71 -0.09 -0.749
O -13.227 17.469 24.075 -0.41 0.58 0.72 -0.770
H -11.905 18.041 25.498 0.05 -0.05 0.59 0.192
H -13.516 17.627 26.207 0.04 -0.25 -0.07 0.194
H -13.172 15.276 25.281 -0.20 0.18 -0.28 0.179
H -12.102 15.676 26.544 0.48 -0.12 0.14 0.177
H -10.571 15.136 25.175 0.16 -0.04 -0.12 0.498
H -14.075 17.919 24.105 -0.06 0.08 -0.23 0.475
```
Positions in Å, forces in eV/Å.

Computed properties:
**Total charge**: -1
**Relative energy (zero: lowest compared OMol25 entry of this formula, charge and spin)**: 1137.9 kJ/mol
**Kohn-Sham gap**: 2.711 eV
**Energy**: -112616.19221 eV

The following is a quantum chemistry calculation of a molecular structure, C8H16Cl2N2NdO, from the OMol25 dataset.

The geometry in XYZ format:
```
30
Properties=species:S:1:pos:R:3:forces:R:3:lowdin_charge:R:1
Nd 2.005 -0.394 0.555 1.38 -0.72 0.64 0.951
Cl 1.321 -2.815 -0.195 -0.33 -0.64 -0.28 -0.300
Cl 1.419 2.178 1.221 -0.03 0.69 0.49 -0.207
C 4.219 -0.817 0.758 -0.41 0.93 -1.52 -0.552
H 4.938 0.052 0.720 -0.31 -0.44 0.44 -0.181
H 4.585 -1.490 -0.086 -0.28 0.08 0.94 -0.169
C -1.063 1.502 -1.184 -1.46 0.99 0.65 -0.128
C 0.043 0.858 -1.424 2.42 -0.63 -1.39 -0.246
H -1.059 2.283 -0.404 0.02 -0.12 -0.75 0.090
C 0.114 -0.375 -2.298 -0.66 -0.38 -0.36 -0.242
H 1.013 1.311 -1.139 -0.77 -0.20 0.29 0.015
C -0.942 -0.319 -3.424 0.48 0.06 0.12 -0.208
H 1.114 -0.613 -2.707 -0.34 0.37 0.27 0.110
H -0.154 -1.241 -1.662 0.27 0.23 -0.31 0.037
C -2.309 -0.043 -2.831 -0.22 -0.25 0.49 -0.211
H -0.695 0.438 -4.175 0.16 0.12 0.13 0.109
H -0.947 -1.277 -3.949 -0.09 0.02 0.00 0.105
C -2.381 1.117 -1.812 -0.14 -0.15 0.15 -0.182
H -3.054 0.084 -3.618 -0.04 0.13 -0.04 0.099
H -2.615 -0.931 -2.279 0.02 -0.27 -0.07 0.106
H -2.898 1.975 -2.274 0.38 -0.02 0.33 0.105
H -3.013 0.780 -0.980 -0.23 0.19 -0.17 0.105
N -0.391 -1.255 4.603 -0.19 -0.12 0.45 0.153
C 0.152 -0.444 3.657 0.86 -0.46 -2.22 -0.620
N 0.280 0.838 4.045 0.08 0.03 -0.27 0.157
O 0.486 -0.861 2.508 -0.74 0.65 2.48 -0.190
H -0.403 -0.906 5.553 -0.07 -0.36 -0.27 0.097
H -0.384 -2.251 4.468 0.18 0.06 -0.15 0.110
H 0.587 1.538 3.373 0.12 -0.14 -0.07 -0.004
H 0.034 1.081 4.982 -0.02 0.34 0.04 0.093
```
Positions in Å, forces in eV/Å.

Computed properties:
**Total charge**: -1
**Multiplicity**: 4
**Expectation value of S²**: 3.7604
**Relative energy (zero: lowest compared OMol25 entry of this formula, charge and spin)**: 0.0 kJ/mol
**Kohn-Sham gap (alpha / beta)**: 4.202 / 4.203 eV
**Energy**: -53907.55488 eV

The following is a quantum chemistry calculation of a gas-phase ion, C8H16Cl2O2P (charge +1), from the OMol25 dataset.

The geometry in XYZ format:
```
29
Properties=species:S:1:pos:R:3:forces:R:3:nbo_charge:R:1
C 2.679 -1.170 0.605 0.22 -0.10 -0.11 -0.616
C 2.418 -0.722 -0.831 0.08 0.51 0.52 -0.523
C 1.899 0.687 -1.032 -0.01 0.49 -1.63 0.794
O 1.598 1.130 -2.127 -0.01 -0.59 1.79 -0.562
O 1.805 1.441 0.116 -0.58 -0.90 -0.31 -0.528
C 0.726 2.359 0.145 0.24 0.69 0.37 -0.080
C -0.164 2.056 1.347 0.11 -0.03 -0.45 -0.737
P -1.122 0.537 1.144 -0.11 0.36 0.28 1.052
C -1.868 0.366 -0.519 0.25 -0.63 -0.22 -0.535
Cl -3.425 1.188 -0.357 -0.03 0.15 0.09 0.061
C -1.931 -1.102 -1.060 -0.82 -0.06 0.37 -0.214
C -2.150 -2.185 -0.014 0.06 -0.26 -0.28 -0.648
Cl -3.273 -1.253 -2.226 0.22 0.13 -0.22 0.015
H 2.999 -0.357 1.245 -0.01 0.16 0.06 0.229
H 1.818 -1.660 1.053 -0.16 0.03 0.07 0.190
H 3.484 -1.897 0.607 0.02 -0.18 0.03 0.240
H 1.693 -1.372 -1.311 -0.01 -0.09 -0.26 0.237
H 3.331 -0.779 -1.416 0.08 -0.05 -0.20 0.265
H 1.120 3.360 0.293 0.11 0.12 -0.08 0.229
H 0.163 2.365 -0.782 0.13 -0.01 -0.24 0.212
H -0.827 2.905 1.491 -0.31 -0.06 0.11 0.287
H 0.442 1.928 2.240 0.03 0.00 0.18 0.284
H -2.178 0.581 2.052 0.03 -0.23 0.03 0.076
H -0.329 -0.544 1.525 0.14 0.03 -0.16 0.048
H -1.251 0.945 -1.201 -0.02 0.14 -0.15 0.278
H -1.046 -1.312 -1.649 0.35 0.25 0.10 0.244
H -3.186 -2.235 0.301 -0.11 0.22 0.20 0.247
H -1.935 -3.141 -0.482 0.00 -0.13 -0.03 0.258
H -1.490 -2.119 0.846 0.07 0.04 0.14 0.195
```
Positions in Å, forces in eV/Å.

Computed properties:
**Total charge**: +1
**Kohn-Sham gap**: 10.501 eV
**Energy**: -46976.93107 eV

The following is a quantum chemistry calculation of 4 unconnected molecules or ions with the total composition C8H16Cl6N2O2, from the OMol25 dataset.

The geometry in XYZ format:
```
34
Properties=species:S:1:pos:R:3:forces:R:3:nbo_charge:R:1
C 42.128 -10.632 -3.162 0.25 -2.18 -3.55 0.511
O 41.823 -11.229 -4.217 -0.95 1.65 1.29 -0.644
N 42.969 -11.243 -2.354 1.30 -1.51 2.02 -0.412
C 43.402 -12.679 -2.375 -0.22 1.16 -0.42 -0.414
C 43.719 -10.530 -1.358 -0.80 0.26 -0.07 -0.404
H 41.882 -9.592 -2.898 -0.17 -0.16 -0.09 0.130
H 42.873 -13.280 -3.114 0.09 0.34 0.05 0.244
H 43.317 -13.116 -1.380 -0.51 0.14 0.12 0.196
H 44.480 -12.669 -2.536 0.03 -0.17 -0.52 0.194
H 44.773 -10.712 -1.568 0.12 0.17 0.51 0.197
H 43.491 -9.470 -1.466 0.20 0.04 0.27 0.206
H 43.368 -10.900 -0.395 0.66 0.25 0.41 0.195
C 36.626 -13.200 0.338 -0.66 2.37 0.85 0.522
O 36.354 -12.333 1.167 0.16 -0.61 -0.49 -0.631
N 36.428 -14.497 0.534 -0.75 -0.69 -0.82 -0.428
C 36.964 -15.466 -0.377 1.59 0.23 -0.51 -0.410
C 35.656 -15.003 1.621 -0.52 -0.84 0.90 -0.415
H 36.974 -12.879 -0.656 0.34 -0.51 -0.02 0.120
H 36.335 -16.193 -0.890 -0.66 0.09 0.66 0.205
H 37.775 -15.958 0.160 -0.02 -0.61 -0.18 0.194
H 37.457 -14.942 -1.196 0.04 0.20 0.02 0.212
H 35.001 -15.782 1.231 -0.13 -0.03 -0.06 0.195
H 36.270 -15.498 2.372 0.27 0.04 0.10 0.193
H 35.028 -14.289 2.153 0.34 0.38 -0.45 0.241
C 35.546 -5.497 -1.060 -1.19 -0.12 -0.05 -0.287
Cl 34.563 -4.097 -0.577 0.07 0.00 0.06 0.001
Cl 37.214 -5.068 -1.166 0.57 0.01 -0.13 0.051
Cl 34.885 -6.134 -2.601 0.40 0.05 0.44 0.003
H 35.398 -6.249 -0.286 0.15 0.06 -0.31 0.233
C 34.747 2.247 2.111 1.19 -0.09 0.96 -0.268
Cl 35.821 2.949 0.891 -0.43 -0.21 -0.05 0.023
Cl 33.599 3.441 2.707 -0.12 -0.37 -0.35 0.036
Cl 35.786 1.717 3.504 -0.34 0.07 -0.34 -0.026
H 34.309 1.309 1.769 -0.30 0.59 -0.22 0.236
```
Positions in Å, forces in eV/Å.

Computed properties:
**SMILES**: ClC(Cl)Cl.ClC(Cl)Cl.CN(C)C=O.CN(C)C=O
**Total charge**: 0
**Relative energy (zero: lowest compared OMol25 entry of this formula, charge and spin)**: 116.7 kJ/mol
**Kohn-Sham gap**: 9.671 eV
**Energy**: -90763.91798 eV

The following is a quantum chemistry calculation of a gas-phase ion, C8H16ClN4 (charge +1), from the OMol25 dataset.

The geometry in XYZ format:
```
29
Properties=species:S:1:pos:R:3:forces:R:3:nbo_charge:R:1
C 0.472 -2.031 -0.647 0.81 3.45 0.30 0.181
C 1.657 -1.360 0.066 -1.47 -0.48 0.84 -0.456
C 0.782 -0.254 -0.125 -3.03 0.90 -0.65 0.033
C 0.885 -1.038 -2.868 0.27 0.09 -1.59 0.461
C -1.558 0.569 0.477 -2.32 -0.04 -1.09 -0.610
C 0.461 1.781 1.258 -0.27 1.11 -0.70 -0.606
C -0.169 -0.452 2.164 0.55 2.69 4.87 -0.622
C -0.171 0.364 0.961 2.26 1.37 -0.83 -0.136
N -0.413 -3.291 0.988 1.50 1.42 -0.25 -0.344
N -0.289 -3.040 -0.224 -1.39 -1.17 0.65 -0.171
N 0.153 -1.710 -2.020 1.45 -1.55 0.18 -0.549
N 0.290 -0.308 -3.788 -2.30 1.06 -1.27 -0.741
Cl 2.601 -0.910 -3.032 -0.30 -0.50 0.87 0.117
H 1.822 -1.649 1.105 -0.15 -0.45 -0.39 0.288
H 2.431 -1.431 -0.578 3.12 0.00 -1.28 0.233
H 0.792 0.309 -1.157 0.06 -0.85 2.46 0.205
H -2.131 -0.372 0.344 0.51 0.18 -0.13 0.214
H -1.624 1.141 -0.472 0.21 -0.33 0.35 0.204
H -2.207 1.128 1.180 0.75 -0.10 -0.06 0.243
H 0.601 2.147 2.333 0.06 -1.20 -1.39 0.250
H 1.383 1.843 0.633 -0.27 0.42 0.99 0.210
H -0.235 2.541 0.823 0.63 -0.45 0.23 0.221
H 0.812 -0.464 2.724 -0.63 -0.11 -0.88 0.217
H -0.481 -1.417 2.027 -0.95 -2.20 -0.10 0.235
H -0.820 0.115 2.985 0.92 -1.39 -1.76 0.231
H -0.933 -4.120 1.076 -1.14 -1.54 0.03 0.338
H -0.680 -2.236 -2.290 0.00 0.61 -0.36 0.468
H 0.730 0.089 -4.654 -0.44 -0.80 1.47 0.457
H -0.739 -0.148 -3.646 1.55 -0.14 -0.54 0.430
```
Positions in Å, forces in eV/Å.

Computed properties:
**SMILES**: [H]/N=N/[C@]1(NC(=[NH2+])Cl)C[C@@H]1C(C)(C)C
**Total charge**: +1
**Relative energy (zero: lowest compared OMol25 entry of this formula, charge and spin)**: 349.9 kJ/mol
**Kohn-Sham gap**: 7.813 eV
**Energy**: -27027.10730 eV

The following is a quantum chemistry calculation of a molecular structure, C8H16CoF6N2O7S2, from the OMol25 dataset.

The geometry in XYZ format:
```
42
Properties=species:S:1:pos:R:3:forces:R:3:nbo_charge:R:1
Co 7.476 7.216 6.986 -1.04 2.08 0.63 1.515
O 7.223 8.876 8.049 0.02 -0.47 -0.40 -1.283
H 7.598 9.474 8.724 -0.23 -0.90 -0.85 0.477
C 9.667 5.156 4.655 0.67 -1.09 0.93 0.782
F 10.676 5.985 4.958 -0.62 -0.19 -0.73 -0.310
F 8.726 5.756 3.920 0.62 -0.14 0.36 -0.311
F 10.166 4.105 3.944 -0.74 1.20 0.96 -0.308
S 8.897 4.561 6.375 -0.72 -1.25 -2.07 2.116
O 7.504 4.440 6.085 -0.98 0.51 -0.32 -0.954
O 9.536 3.306 6.723 -0.09 2.29 -0.03 -0.821
N 8.979 6.022 7.320 1.21 -2.97 -2.71 -1.260
S 10.138 5.609 8.275 3.97 -0.93 4.00 2.144
O 9.615 4.686 9.260 -0.04 1.05 0.29 -0.931
O 11.408 5.130 7.707 -1.83 1.68 -0.06 -0.905
C 10.563 7.335 9.073 -1.17 -2.54 -0.77 0.785
F 9.418 7.910 9.487 1.30 -0.12 0.22 -0.306
F 11.418 7.088 10.068 -0.57 0.83 -0.48 -0.296
F 11.109 8.040 8.095 0.26 0.61 0.48 -0.308
C 9.543 8.834 5.056 -0.53 0.51 -1.15 -0.253
O 8.242 8.213 5.262 1.07 0.97 -0.78 -0.604
C 7.259 8.608 4.280 0.90 -0.80 0.11 -0.059
C 5.894 8.352 4.851 1.03 0.74 0.20 -0.268
N 5.827 7.050 5.564 -1.01 1.71 -0.15 -0.676
C 4.665 7.024 6.492 -0.55 -1.78 0.48 -0.250
C 4.880 5.793 7.422 0.80 0.95 -1.18 -0.070
O 6.114 6.088 8.087 -0.94 -0.21 1.07 -0.598
C 6.235 5.499 9.376 0.54 -0.39 0.57 -0.254
H 9.844 8.772 4.010 -0.18 -0.68 -0.33 0.178
H 10.372 8.398 5.613 -0.72 -0.03 0.50 0.225
H 9.452 9.917 5.142 -0.01 0.03 0.90 0.187
H 7.423 8.052 3.356 0.18 -0.45 -0.01 0.177
H 7.299 9.647 3.953 0.38 0.32 0.54 0.195
H 5.294 8.482 3.950 -1.00 -0.27 0.43 0.201
H 5.754 9.153 5.577 -0.50 -0.09 0.05 0.233
H 5.462 6.435 4.851 1.12 -0.91 -0.08 0.398
H 3.806 6.822 5.852 -0.54 0.28 0.38 0.186
H 4.503 7.903 7.116 0.46 0.20 -0.35 0.237
H 5.072 4.916 6.804 -0.25 -0.25 -0.02 0.197
H 4.028 5.611 8.077 0.23 0.19 0.28 0.199
H 6.423 4.428 9.302 -0.34 -0.18 -0.18 0.192
H 5.370 5.710 10.005 -0.22 -0.03 -0.22 0.178
H 7.103 5.864 9.924 0.08 0.47 -0.50 0.220
```
Positions in Å, forces in eV/Å.

Computed properties:
**Total charge**: 0
**Multiplicity**: 4
**Expectation value of S²**: 3.7567
**Kohn-Sham gap (alpha / beta)**: 9.280 / 8.755 eV
**Energy**: -101466.41086 eV

| no. | F_max (eV Å⁻¹) |
| --- | --- |
| 1 | 5.7 |
| 2 | 2.9 |
| 3 | 1.9 |
| 4 | 4.2 |
| 5 | 5.6 |
| 6 | 5.7 |